1.
Computed, not measured: a cluster of 11 separate species, C22H66O17 in total in a non-equilibrium geometry, with ωB97M-V/def2-TZVPD.

total charge	0
orbital gap	0.3556	hartree
structure (SMILES)	OCCO.OCCO.OCCO.OCCO.OCCO.OCCO.CCO.CCO.CCO.CCO.CCO
energy relative to the best compared isomer or geometry (same formula, charge and spin)	6.3	kJ/mol
HOMO energy	-9.547	eV
E_LUMO	0.005	Eh

Cartesian coordinates (Å):
O: 16.35471 -4.79977 -0.89428
C: 16.24136 -5.30964 -2.21648
C: 15.55501 -6.64948 -2.27273
O: 14.13544 -6.57254 -2.21699
H: 17.22866 -5.02009 -0.56292
H: 15.69824 -4.57876 -2.82088
H: 17.22950 -5.40606 -2.68519
H: 15.89116 -7.27768 -1.44651
H: 15.86036 -7.17580 -3.18844
H: 13.83918 -6.35598 -3.11104
O: 17.62633 -6.39206 -5.30590
C: 17.37390 -7.50612 -6.16455
C: 17.88772 -7.25594 -7.55147
O: 17.03502 -6.33266 -8.22206
H: 16.96368 -5.72349 -5.50222
H: 17.90139 -8.36024 -5.73709
H: 16.30432 -7.73384 -6.19954
H: 17.95383 -8.20725 -8.10033
H: 18.91950 -6.89135 -7.51769
H: 17.56814 -5.71708 -8.73047
O: 9.11888 -10.19633 -2.43094
C: 9.63561 -8.87998 -2.39500
C: 11.08822 -8.96728 -1.99937
O: 11.64377 -7.67206 -2.18883
H: 8.21426 -10.16202 -2.75480
H: 9.56784 -8.36846 -3.36420
H: 9.09294 -8.26507 -1.66499
H: 11.57012 -9.72172 -2.63686
H: 11.19760 -9.28334 -0.95759
H: 12.51010 -7.59536 -1.76145
O: 13.73730 -6.30569 -5.04865
C: 12.31073 -6.56628 -5.10792
C: 11.52330 -5.51340 -4.38573
O: 11.56291 -4.26393 -5.05079
H: 14.06224 -5.96077 -5.88338
H: 12.00524 -6.61180 -6.15800
H: 12.17802 -7.55457 -4.67445
H: 11.88626 -5.38845 -3.36688
H: 10.49119 -5.87388 -4.28904
H: 11.02158 -4.34108 -5.84186
O: 16.39350 -10.40937 -4.65413
C: 15.41579 -9.95512 -3.72501
C: 14.12408 -9.54553 -4.41298
O: 13.54477 -10.64169 -5.08958
H: 16.14287 -11.29427 -4.94446
H: 15.17557 -10.77397 -3.03755
H: 15.84578 -9.12824 -3.15943
H: 14.30566 -8.71648 -5.10567
H: 13.44193 -9.17115 -3.64411
H: 14.03714 -10.76973 -5.91405
O: 16.64319 -13.86933 -4.73174
C: 16.92877 -14.02147 -6.12570
C: 15.72324 -14.44427 -6.89961
O: 15.40929 -15.82145 -6.70862
H: 16.56401 -14.74559 -4.34254
H: 17.28034 -13.04424 -6.46514
H: 17.75115 -14.72709 -6.26706
H: 15.85713 -14.29030 -7.97452
H: 14.86481 -13.82432 -6.62692
H: 14.90036 -15.90048 -5.89684
C: 19.00597 -8.95121 -1.26673
C: 19.05670 -8.57696 -2.72453
O: 18.72729 -7.19621 -2.81325
H: 18.04066 -8.61307 -0.88186
H: 19.83237 -8.51154 -0.71168
H: 19.02835 -10.02844 -1.07860
H: 18.34583 -9.18571 -3.29979
H: 20.04990 -8.79796 -3.14025
H: 18.44072 -6.97597 -3.70875
C: 16.36809 -11.77464 0.60122
C: 16.88686 -12.14911 -0.76787
O: 18.10118 -12.87258 -0.62646
H: 15.96546 -12.64418 1.12648
H: 15.55363 -11.05531 0.51996
H: 17.19495 -11.39161 1.19826
H: 17.02469 -11.22925 -1.35630
H: 16.16865 -12.73252 -1.36122
H: 18.34988 -13.19094 -1.49839
C: 15.09555 -9.31163 -8.58712
C: 15.86214 -10.47617 -8.01072
O: 14.99634 -11.36535 -7.29594
H: 14.68889 -8.70100 -7.77643
H: 14.18580 -9.66020 -9.09385
H: 15.68012 -8.70072 -9.26962
H: 16.55066 -10.09491 -7.25167
H: 16.47769 -11.02269 -8.72938
H: 14.45628 -11.82464 -7.94808
C: 10.05326 -10.89461 -6.19950
C: 10.14138 -9.40054 -6.53492
O: 8.88659 -8.77525 -6.69102
H: 9.68485 -11.03604 -5.18345
H: 11.03832 -11.35418 -6.28229
H: 9.37195 -11.40257 -6.88749
H: 10.75533 -9.27243 -7.43929
H: 10.72981 -8.93939 -5.74041
H: 8.48887 -9.10607 -7.50139
C: 12.92488 -12.22736 -1.54582
C: 12.73202 -13.21673 -2.67548
O: 12.10856 -12.64172 -3.79748
H: 11.99436 -11.80286 -1.16919
H: 13.60513 -11.42228 -1.83882
H: 13.41389 -12.64969 -0.65771
H: 12.10591 -14.05216 -2.36116
H: 13.71879 -13.64030 -2.92719
H: 12.64120 -11.90272 -4.13616

=====

2.
Computed, not measured: an isolated molecule of C28H41N3O6, with ωB97M-V/def2-TZVPD.

total charge	0
orbital gap	0.3509	hartree
structure (SMILES)	CC(C)C[C@H](NC(=O)C1(c2ccccc2)CCN(C(=O)OC(C)(C)C)CC1)C(=O)N1CCC[C@H]1C(=O)O
energy relative to the best compared isomer or geometry (same formula, charge and spin)	63.8	kJ/mol
HOMO energy	-9.016	eV
E_LUMO	0.020	Eh

Cartesian coordinates (Å):
C: 3.94913 -0.59125 0.93739
C: 4.06532 -1.89864 0.15777
C: 4.37302 -3.06053 1.10044
C: 2.85050 -2.17315 -0.74337
C: 1.43411 -2.08160 -0.14071
N: 0.97822 -0.71070 -0.05175
C: -0.21566 -0.35043 -0.58352
O: -0.79979 -1.03394 -1.39933
C: -0.74325 0.97689 -0.01794
C: -0.94365 0.68464 1.46272
C: -0.36207 1.43218 2.47747
C: -0.54435 1.08159 3.80524
C: -1.30333 -0.02334 4.14147
C: -1.88783 -0.77694 3.13791
C: -1.70891 -0.42565 1.81422
C: 0.24982 2.11351 -0.30111
C: 0.35279 2.36568 -1.80690
N: -0.94447 2.71003 -2.33834
C: -1.21821 4.00294 -2.64140
O: -0.37298 4.87166 -2.64660
O: -2.51502 4.16856 -2.96165
C: -3.00452 5.46410 -3.37625
C: -2.83504 6.48206 -2.24819
C: -4.48874 5.22267 -3.65883
C: -2.28890 5.92705 -4.64484
C: -1.93940 1.68094 -2.14694
C: -2.09248 1.34499 -0.66125
C: 1.23830 -2.68891 1.24414
O: 1.22888 -1.96524 2.24632
N: 0.99665 -3.99692 1.33683
C: 0.97866 -4.96014 0.25057
C: 0.79403 -6.30016 0.95741
C: -0.06572 -5.93325 2.16402
C: 0.51138 -4.58690 2.58793
C: 1.65476 -4.74750 3.62173
O: 2.02416 -5.81894 4.01117
O: 2.16740 -3.60866 4.04794
H: 3.19577 -0.67079 1.71669
H: 4.89846 -0.36281 1.41653
H: 3.69719 0.23122 0.27149
H: 4.91700 -1.80506 -0.52821
H: 4.43379 -4.00012 0.55449
H: 5.32912 -2.89421 1.59086
H: 3.62098 -3.15555 1.87675
H: 2.86135 -1.45336 -1.56542
H: 2.97701 -3.16403 -1.18458
H: 0.74563 -2.57205 -0.84126
H: 1.29042 -0.22185 0.77607
H: 0.24339 2.29487 2.24812
H: -0.08068 1.67480 4.57948
H: -1.43452 -0.29972 5.17683
H: -2.48171 -1.64473 3.38743
H: -2.15666 -1.03051 1.03833
H: 1.24008 1.88499 0.09461
H: -0.11131 3.03056 0.16911
H: 1.02958 3.19717 -2.01072
H: 0.71411 1.46716 -2.31872
H: -1.77961 6.63728 -2.04275
H: -3.32202 6.12206 -1.34399
H: -3.28321 7.42839 -2.53758
H: -4.98549 4.86180 -2.76187
H: -4.96093 6.14653 -3.97901
H: -4.60215 4.47585 -4.44032
H: -2.72861 6.85690 -4.99463
H: -1.23407 6.08734 -4.44068
H: -2.38609 5.17364 -5.42377
H: -2.88914 2.02200 -2.55539
H: -1.61833 0.78478 -2.68591
H: -2.78997 0.51351 -0.56466
H: -2.50439 2.20633 -0.13020
H: 1.90608 -4.91562 -0.32078
H: 0.13670 -4.75268 -0.42063
H: 0.32814 -7.04348 0.31533
H: 1.75570 -6.67994 1.30178
H: 0.02184 -6.66151 2.96705
H: -1.11227 -5.82810 1.87825
H: -0.23480 -3.91413 3.03159
H: 1.78083 -2.82368 3.56654